No. 1
Entry from the OMol25 dataset: a single C3H4O3 molecule (ωB97M-V with the def2-TZVPD basis set).

Atoms and positions in Å:
C (-0.24, 0.60, -0.06)
C (-1.10, -0.42, 0.00)
C (1.33, 0.25, -0.04)
O (-0.50, 1.97, 0.03)
O (2.06, 1.22, -0.04)
O (1.62, -1.01, 0.03)
H (-2.14, -0.20, 0.08)
H (-0.93, -1.46, 0.00)
H (0.45, 2.23, 0.11)
H (2.57, -1.34, 0.03)

Values from the calculation:
Orbital gap in hartree: 0.3608
Largest force on an atom in eV Å⁻¹: 4.3
ΔE to the lowest compared entry with this formula, charge and spin in kcal per mole: 30.2
SMILES: C=C(O)C(=O)O
E_HOMO in eV: -9.5
Lowest unoccupied orbital energy in eV: 0.36
Molecular weight in u: 88.1

No. 2
Entry from the OMol25 dataset: 7 unconnected molecules or ions with the total composition C4H21NO7S2 (ωB97M-V with the def2-TZVPD basis set).

Atoms and positions in Å:
S (4.29, 0.13, -0.60)
S (3.43, 0.17, 1.24)
C (1.60, 0.69, 1.28)
C (0.70, -0.02, 0.32)
C (0.57, -1.57, 0.30)
N (1.04, 0.41, -1.01)
C (0.07, 1.09, -1.70)
O (-1.10, 1.33, -1.33)
H (4.18, -1.11, -1.27)
H (1.80, 1.80, 1.20)
H (1.19, 0.37, 2.23)
H (-0.46, 0.38, 0.75)
H (1.45, -2.14, 0.97)
H (-0.30, -1.96, 0.82)
H (0.63, -1.84, -0.70)
H (2.04, 0.31, -1.34)
H (0.25, 1.48, -2.66)
H (1.41, -2.40, -2.50)
H (1.70, -1.77, -3.69)
O (2.20, -1.87, -2.87)
H (-3.53, 1.75, 1.83)
H (-2.14, 1.33, 1.23)
O (-2.55, 1.75, 1.94)
H (-2.09, -0.77, 3.45)
H (-1.21, 0.03, 4.47)
O (-1.71, -0.72, 4.36)
H (-3.01, -0.98, -0.33)
H (-2.32, 0.30, -0.82)
O (-2.96, -0.10, -0.30)
H (-0.74, 3.66, 0.88)
H (-1.42, 3.04, 2.09)
O (-0.67, 3.62, 1.77)
H (-0.75, -2.26, -4.08)
H (-1.22, -2.08, -2.68)
O (-0.37, -2.03, -3.23)

Values from the calculation:
Orbital gap in hartree: 0.3274
Largest force on an atom in eV Å⁻¹: 5.7
ΔE to the lowest compared entry with this formula, charge and spin in kcal per mole: 17.1
SMILES: C[C@@H](CSS)NC=O.O.O.O.O.O.O
E_HOMO in eV: -9.2
Lowest unoccupied orbital energy in eV: -0.28
Molecular weight in u: 259.3

No. 3
Entry from the OMol25 dataset: 5 unconnected molecules or ions with the total composition C39H45BrF5N3O (ωB97M-V with the def2-TZVPD basis set).

Atoms and positions in Å:
C (-3.07, 1.89, -5.03)
C (-3.28, 2.80, -3.78)
C (-1.91, 3.15, -3.12)
O (-1.94, 2.85, -1.73)
C (-0.67, 2.75, -1.14)
N (-0.88, 3.14, 0.26)
C (0.34, 3.69, -1.74)
N (1.09, 4.47, -2.05)
C (-0.15, 1.24, -1.11)
C (0.51, 0.94, -2.43)
N (1.23, 0.66, -3.24)
C (0.75, 0.93, 0.09)
C (1.99, 1.84, 0.27)
C (3.12, 1.62, -0.76)
Br (4.90, 1.54, 0.05)
C (-1.46, 0.38, -1.11)
C (-1.25, -1.12, -0.77)
C (-0.76, -1.95, -1.99)
C (-0.83, -3.44, -1.66)
F (0.12, -3.76, -0.74)
F (-2.01, -3.80, -1.13)
C (-0.56, -4.33, -2.91)
F (-1.09, -5.52, -2.80)
F (-1.04, -3.79, -4.02)
F (0.75, -4.42, -3.07)
H (-3.24, 0.85, -4.74)
H (-3.74, 2.18, -5.85)
H (-2.05, 1.94, -5.43)
H (-3.93, 2.32, -3.04)
H (-3.74, 3.72, -4.16)
H (-1.14, 2.61, -3.68)
H (-1.76, 4.23, -3.30)
H (-0.24, 3.86, 0.54)
H (-1.85, 3.39, 0.41)
H (1.12, -0.11, -0.02)
H (0.19, 0.94, 1.03)
H (2.41, 1.60, 1.25)
H (1.74, 2.91, 0.32)
H (2.97, 0.69, -1.31)
H (3.11, 2.40, -1.52)
H (-2.17, 0.77, -0.36)
H (-1.94, 0.40, -2.10)
H (-2.25, -1.52, -0.54)
H (-0.64, -1.31, 0.12)
H (0.28, -1.74, -2.26)
H (-1.48, -1.79, -2.80)
C (3.47, -4.36, -1.04)
C (4.63, -5.11, -0.90)
C (5.68, -4.63, -0.12)
C (5.56, -3.41, 0.53)
C (4.40, -2.66, 0.39)
C (3.36, -3.13, -0.39)
H (2.66, -4.73, -1.65)
H (4.72, -6.07, -1.40)
H (6.59, -5.22, -0.02)
H (6.37, -3.04, 1.14)
H (4.31, -1.71, 0.90)
H (2.45, -2.55, -0.50)
C (9.41, -3.98, -0.91)
C (10.57, -4.73, -0.77)
C (11.62, -4.25, 0.01)
C (11.50, -3.03, 0.66)
C (10.34, -2.28, 0.52)
C (9.29, -2.75, -0.27)
H (8.59, -4.35, -1.52)
H (10.66, -5.68, -1.27)
H (12.52, -4.83, 0.11)
H (12.31, -2.66, 1.27)
H (10.24, -1.33, 1.03)
H (8.39, -2.17, -0.38)
C (-4.93, 4.83, 3.02)
C (-5.39, 4.12, 4.11)
C (-4.58, 3.16, 4.71)
C (-3.31, 2.92, 4.20)
C (-2.85, 3.63, 3.11)
C (-3.66, 4.59, 2.51)
H (-5.57, 5.58, 2.55)
H (-6.38, 4.31, 4.51)
H (-4.94, 2.59, 5.56)
H (-2.67, 2.17, 4.67)
H (-1.85, 3.45, 2.72)
H (-3.31, 5.15, 1.65)
C (-9.91, 0.88, 2.85)
C (-8.71, 1.36, 2.35)
C (-7.62, 1.51, 3.18)
C (-7.72, 1.17, 4.53)
C (-8.91, 0.68, 5.03)
C (-10.01, 0.54, 4.19)
H (-10.77, 0.76, 2.20)
H (-8.63, 1.62, 1.30)
H (-6.68, 1.90, 2.79)
H (-6.86, 1.28, 5.18)
H (-8.99, 0.41, 6.08)
H (-10.95, 0.16, 4.59)

Values from the calculation:
Orbital gap in hartree: 0.3486
Largest force on an atom in eV Å⁻¹: 4.5
SMILES: CCCO[C@](N)(C#N)[C@@](C#N)(CCCBr)CCCC(F)(F)C(F)(F)F.c1ccccc1.c1ccccc1.c1ccccc1.c1ccccc1
E_HOMO in eV: -9.2
Lowest unoccupied orbital energy in eV: 0.27
Molecular weight in u: 746.7